Run w
Molecular formula: C5H10N4
Method: DFT, ωB97M-V with the def2-TZVPD basis set

Structure (ORCA input):
```
! RIJCOSX wB97M-V def2-TZVPD def2/J DEFGRID3
* xyz 0 1
H 0.769 3.322 -0.736
N 0.727 2.324 -0.943
C 0.188 1.626 -0.040
C -0.454 0.015 -0.548
N 0.083 -0.260 -1.820
N -1.856 0.082 -0.483
C 0.213 -0.770 0.543
C -0.305 -2.061 1.103
C 1.262 -0.096 0.979
N 2.164 0.307 1.727
H -0.272 2.034 0.871
H 0.922 0.254 -2.052
H -0.544 -0.117 -2.604
H -2.366 -0.530 0.135
H -2.306 0.654 -1.184
H 0.348 -2.413 1.899
H -0.353 -2.835 0.332
H -1.317 -1.930 1.490
H 3.095 0.395 1.332
*
```

E_LUMO = 0.78 eV
SMILES string = [H]/N=C/C(N)(N)C(C)=C=N
Gap between HOMO and LUMO = 9.038 eV
HOMO = -0.3033 Eh

Löwdin atomic charge list, values in e, 5 entries:
1 H 0.05
2 N 0.07
3 C -0.18
4 C -0.55
5 N 0.09

Run x
Molecular formula: C5H10N4
Method: DFT, ωB97M-V with the def2-TZVPD basis set

Structure (ORCA input):
```
! RIJCOSX wB97M-V def2-TZVPD def2/J DEFGRID3
* xyz 0 1
C 2.796 -0.863 -0.772
C 2.120 -0.580 0.248
C 1.010 -0.255 1.236
C -0.352 -0.397 0.357
N -0.956 -1.503 0.211
N -2.208 -1.478 -0.456
N -0.591 0.847 -0.479
C -1.561 1.650 0.183
N 0.748 1.670 -0.318
H 3.496 -0.594 -1.604
H 0.967 -0.966 2.252
H 1.074 0.961 1.417
H -2.114 -1.197 -1.443
H -2.539 -2.396 -0.453
H -1.497 1.962 1.188
H -1.943 2.532 -0.482
H -2.431 1.119 0.311
H 1.463 1.623 -1.205
H 0.500 2.881 -0.203
*
```

E_LUMO = 0.86 eV
SMILES string = C#CC/C(=N/N)N(C)N
Gap between HOMO and LUMO = 9.488 eV
HOMO = -0.3169 Eh

Löwdin atomic charge list, values in e, 5 entries:
1 C 0.06
2 C -0.17
3 C -0.17
4 C -0.33
5 N 0.01

Run y
Molecular formula: C5H10N4
Method: DFT, ωB97M-V with the def2-TZVPD basis set

Structure (ORCA input):
```
! RIJCOSX wB97M-V def2-TZVPD def2/J DEFGRID3
* xyz 0 1
H -3.729 0.226 -2.111
N -2.743 -0.319 -2.319
C -1.875 -0.103 -1.286
N -0.745 -0.907 -1.433
N 0.039 -0.845 -0.176
C 1.581 -0.884 -0.481
C 1.003 0.397 -0.369
C 1.367 0.955 0.913
C 0.635 0.255 2.185
N 0.227 1.662 1.641
H -1.864 0.596 -0.308
H -1.211 -1.799 -1.476
H 1.678 -1.332 -1.459
H 2.060 -1.329 0.308
H 0.408 0.809 -1.339
H 2.472 1.511 1.294
H -0.054 -0.673 2.307
H 1.294 0.420 2.938
H -0.543 1.362 1.172
*
```

E_LUMO = 1.06 eV
SMILES string = [H]/N=C/NN1C[C@@H]1[C@@H]1CN1
Gap between HOMO and LUMO = 10.104 eV
HOMO = -0.3324 Eh

Löwdin atomic charge list, values in e, 5 entries:
1 H 0.09
2 N 0.01
3 C -0.29
4 N -0.08
5 N -0.05

Least stable of them? run x.

Run w
Molecular formula: C7H26O7
Method: DFT, ωB97M-V with the def2-TZVPD basis set

Structure (ORCA input):
```
! RIJCOSX wB97M-V def2-TZVPD def2/J DEFGRID3
* xyz 0 1
C 1.442 -2.577 1.171
C 0.580 -1.576 1.219
C -0.556 -1.508 0.258
C -1.044 -2.630 -0.355
C -1.137 -0.254 -0.139
C -2.574 -0.083 -0.239
C -2.956 1.070 -1.321
H 1.221 -3.395 0.313
H 2.381 -2.546 1.630
H 0.719 -0.628 1.737
H -1.870 -2.522 -1.076
H -0.693 -3.589 -0.439
H -0.673 0.648 0.372
H -0.554 -0.088 -1.106
H -3.095 0.246 0.768
H -3.098 -0.981 -0.726
H -2.481 2.008 -1.065
H -3.981 1.136 -1.268
H -2.829 0.722 -2.363
O -0.441 -0.904 4.099
H -0.452 -1.341 3.231
H 0.496 -0.777 4.337
O 0.783 1.548 2.555
H 0.433 1.031 1.688
H -0.035 1.881 2.964
O 0.468 -2.320 -2.408
H 0.057 -1.444 -2.619
H 1.300 -2.278 -2.700
O 3.089 -0.604 -1.673
H 3.967 -0.346 -1.789
H 2.533 0.056 -1.331
O -0.787 1.192 -3.314
H -0.099 1.723 -2.784
H -0.382 1.039 -4.196
O 2.464 2.201 -0.013
H 1.923 2.308 0.759
H 3.326 2.245 0.443
O -0.515 4.084 0.862
H -1.326 4.207 0.410
H 0.199 4.465 0.398
*
```

E_LUMO = 0.12 eV
SMILES string = C=CC(=C)CCC.O.O.O.O.O.O.O
Gap between HOMO and LUMO = 8.184 eV
HOMO = -0.2965 Eh

Löwdin atomic charge list, values in e, 5 entries:
1 C 0.04
2 C -0.16
3 C -0.33
4 C 0.04
5 C -0.27

Run x
Molecular formula: C7H26O7
Method: DFT, ωB97M-V with the def2-TZVPD basis set

Structure (ORCA input):
```
! RIJCOSX wB97M-V def2-TZVPD def2/J DEFGRID3
* xyz 0 1
C 2.476 -0.889 0.516
C 1.206 -1.185 0.765
C 0.638 -2.491 0.306
C 0.417 -2.740 -0.976
C -0.068 -4.023 -1.560
C 0.207 -0.242 1.384
C -0.152 -0.585 2.829
H 2.921 0.036 0.870
H 3.123 -1.580 -0.011
H 0.296 -3.130 1.113
H 0.424 -1.894 -1.658
H -1.138 -4.159 -1.372
H 0.096 -4.171 -2.626
H 0.354 -4.855 -1.007
H -0.704 -0.299 0.793
H 0.563 0.800 1.327
H -0.672 0.050 3.545
H 0.764 -0.871 3.356
H -0.557 -1.600 2.826
O 0.805 3.906 0.434
H 1.522 4.299 0.948
H 1.118 3.127 -0.054
O -2.539 0.584 -0.895
H -2.256 1.265 -0.252
H -3.410 0.802 -1.236
O 1.218 1.698 -1.229
H 1.577 1.210 -1.977
H 1.082 1.071 -0.500
O -1.912 3.176 0.026
H -0.978 3.440 0.066
H -2.436 3.893 0.391
O 3.420 3.599 1.473
H 3.389 2.957 2.194
H 4.032 3.200 0.845
O -2.552 0.049 -3.930
H -2.390 0.092 -2.976
H -2.448 0.932 -4.291
O -2.588 -2.194 0.055
H -2.619 -1.335 -0.425
H -2.229 -1.942 0.911
*
```

E_LUMO = 0.22 eV
SMILES string = C=C(/C=C/C)CC.O.O.O.O.O.O.O
Gap between HOMO and LUMO = 9.315 eV
HOMO = -0.3341 Eh

Löwdin atomic charge list, values in e, 5 entries:
1 C 0.05
2 C -0.34
3 C -0.10
4 C -0.15
5 C -0.09

Least stable of them? run w.

Run w
Molecular formula: C2H5N3S2
Method: DFT, ωB97M-V with the def2-TZVPD basis set

Structure (ORCA input):
```
! RIJCOSX wB97M-V def2-TZVPD def2/J DEFGRID3
* xyz 0 1
C -0.404 0.807 1.466
C 1.294 -0.472 -1.814
H -0.822 -0.983 0.204
H -2.598 -0.956 0.113
H -0.173 1.447 2.263
H 1.658 0.552 1.047
H 1.212 -1.320 -1.138
N -1.689 -0.402 0.160
N -1.662 0.442 1.286
N 0.717 0.295 0.718
S 0.839 0.849 -0.923
S 1.629 -0.259 -3.383
*
```

E_LUMO = -0.32 eV
Gap between HOMO and LUMO = 8.556 eV
HOMO = -0.3260 Eh

Löwdin atomic charge list, values in e, 5 entries:
1 C -0.29
2 C -1.11
3 H 0.06
4 H 0.11
5 H 0.08

Run x
Molecular formula: C2H5N3S2
Method: DFT, ωB97M-V with the def2-TZVPD basis set

Structure (ORCA input):
```
! RIJCOSX wB97M-V def2-TZVPD def2/J DEFGRID3
* xyz 0 1
C 1.687 -1.192 1.606
C 2.332 -1.235 0.371
N 0.427 -0.787 1.540
N 1.617 -0.718 -0.603
N -2.467 1.119 -0.784
S -1.686 2.438 -1.556
S 0.153 -0.276 0.026
H 2.066 -1.570 2.536
H 3.305 -1.523 0.208
H -1.902 1.943 -2.735
H -2.020 0.522 -0.040
H -3.511 1.277 -0.569
*
```

E_LUMO = 0.28 eV
Gap between HOMO and LUMO = 9.408 eV
HOMO = -0.3354 Eh

Löwdin atomic charge list, values in e, 5 entries:
1 C -0.26
2 C -0.26
3 N -0.29
4 N -0.26
5 N -0.52

Least stable of them? run w.

Run w
Molecular formula: C2H5N3S2
Method: DFT, ωB97M-V with the def2-TZVPD basis set

Structure (ORCA input):
```
! RIJCOSX wB97M-V def2-TZVPD def2/J DEFGRID3
* xyz 0 1
H 1.198 0.166 2.625
N 0.855 -0.700 2.208
C -0.004 -0.380 1.310
N -0.600 -1.355 0.509
S -0.546 1.250 0.783
C -0.116 1.331 -0.980
N 0.406 0.348 -1.687
S -0.356 2.799 -1.623
H -1.551 -1.223 0.193
H -0.314 -2.307 0.739
H 0.576 0.653 -2.648
H 0.452 -0.582 -1.428
*
```

E_LUMO = 0.57 eV
SMILES string = [H]/N=C(/N)SC(N)=S
Gap between HOMO and LUMO = 9.260 eV
HOMO = -0.3195 Eh

Löwdin atomic charge list, values in e, 5 entries:
1 H 0.04
2 N 0.08
3 C -0.79
4 N 0.03
5 S 0.91

Run x
Molecular formula: C2H5N3S2
Method: DFT, ωB97M-V with the def2-TZVPD basis set

Structure (ORCA input):
```
! RIJCOSX wB97M-V def2-TZVPD def2/J DEFGRID3
* xyz 0 1
H 2.332 -1.177 0.387
N 2.697 -0.171 0.265
C 1.718 0.684 0.230
N 0.307 0.449 0.119
S -0.626 1.743 -0.271
C -0.178 -0.856 -0.113
N 0.611 -1.827 -0.433
S -1.852 -0.849 0.228
H 2.038 1.691 -0.094
H -1.186 1.844 1.044
H 0.279 -2.740 -0.230
H 1.639 -2.041 -0.773
*
```

E_LUMO = 0.28 eV
SMILES string = [H]/N=C\N(S)C(N)=S
Gap between HOMO and LUMO = 8.431 eV
HOMO = -0.2994 Eh

Löwdin atomic charge list, values in e, 5 entries:
1 H 0.04
2 N 0.06
3 C -0.29
4 N -0.58
5 S 0.75

Run y
Molecular formula: C2H5N3S2
Method: DFT, ωB97M-V with the def2-TZVPD basis set

Structure (ORCA input):
```
! RIJCOSX wB97M-V def2-TZVPD def2/J DEFGRID3
* xyz 0 1
H -2.549 1.351 -0.113
N -1.544 1.131 -0.175
C -1.354 -0.128 -0.093
N -2.280 -1.134 -0.033
S 0.312 -0.789 -0.197
C 1.248 0.694 -0.031
N 2.532 0.777 0.013
S 3.439 -0.654 -0.095
H -1.958 -2.027 0.417
H -3.201 -0.860 0.238
H 0.689 1.652 0.053
H 4.665 -0.012 0.015
*
```

E_LUMO = 0.54 eV
SMILES string = [H]/N=C(\N)S/C=N\S
Gap between HOMO and LUMO = 9.187 eV
HOMO = -0.3178 Eh

Löwdin atomic charge list, values in e, 5 entries:
1 H 0.06
2 N 0.05
3 C -0.81
4 N 0.05
5 S 0.92

Run z
Molecular formula: C2H5N3S2
Method: DFT, ωB97M-V with the def2-TZVPD basis set

Structure (ORCA input):
```
! RIJCOSX wB97M-V def2-TZVPD def2/J DEFGRID3
* xyz 0 1
C -0.914 0.171 0.078
C 2.933 -0.726 -0.248
H 1.114 1.892 -0.676
H 0.949 2.039 1.074
H -1.482 2.052 -0.287
H 3.121 -1.747 0.190
H 3.712 -0.146 -0.692
N 0.482 2.274 0.096
N -0.724 1.488 -0.019
N 1.848 -0.044 -0.145
S -2.318 -0.685 -0.156
S 0.395 -0.990 0.274
*
```

E_LUMO = 0.47 eV
Gap between HOMO and LUMO = 8.884 eV
HOMO = -0.3093 Eh

Löwdin atomic charge list, values in e, 5 entries:
1 C -1.20
2 C -0.15
3 H 0.08
4 H 0.13
5 H 0.10

Least stable of them? run z.

Run w
Molecular formula: CH7NO
Method: DFT, ωB97M-V with the def2-TZVPD basis set

Structure (ORCA input):
```
! RIJCOSX wB97M-V def2-TZVPD def2/J DEFGRID3
* xyz 0 1
C 1.543 0.288 -0.003
N 0.450 -0.613 -0.033
H 1.826 0.768 1.064
H 2.566 -0.162 -0.237
H 1.411 1.216 -0.686
H 0.290 -1.143 -0.898
H 0.582 -1.232 0.736
O -3.033 -0.082 0.040
H -3.638 0.843 -0.359
H -1.998 0.118 0.375
*
```

E_LUMO = 0.88 eV
SMILES string = CN.O
Gap between HOMO and LUMO = 10.380 eV
HOMO = -0.3491 Eh

Löwdin atomic charge list, values in e, 5 entries:
1 C -0.26
2 N -0.09
3 H 0.11
4 H 0.07
5 H 0.08

Run x
Molecular formula: CH7NO
Method: DFT, ωB97M-V with the def2-TZVPD basis set

Structure (ORCA input):
```
! RIJCOSX wB97M-V def2-TZVPD def2/J DEFGRID3
* xyz 0 1
C -0.565 1.020 0.326
H -0.162 2.140 -1.554
H 1.144 1.407 -0.624
H 0.049 0.920 1.356
H -1.046 2.025 0.524
H -1.374 0.174 0.295
H 0.095 -2.240 -0.450
H 1.147 -3.486 0.441
N 0.303 0.955 -0.875
O 0.409 -2.917 0.561
*
```

E_LUMO = 0.49 eV
Gap between HOMO and LUMO = 10.709 eV
HOMO = -0.3756 Eh

Löwdin atomic charge list, values in e, 5 entries:
1 C -0.29
2 H 0.21
3 H -0.02
4 H 0.10
5 H 0.05

Run y
Molecular formula: CH7NO
Method: DFT, ωB97M-V with the def2-TZVPD basis set

Structure (ORCA input):
```
! RIJCOSX wB97M-V def2-TZVPD def2/J DEFGRID3
* xyz 0 1
C 1.275 -0.636 0.026
H 1.160 1.228 0.931
H 1.027 1.173 -0.907
H 0.870 -1.041 -0.889
H 2.312 -0.787 -0.238
H 1.047 -1.115 1.021
H -1.289 0.747 -0.351
H -2.968 0.215 0.481
N 0.858 0.728 0.024
O -1.977 -0.212 -0.047
*
```

E_LUMO = 0.83 eV
Gap between HOMO and LUMO = 9.930 eV
HOMO = -0.3345 Eh

Löwdin atomic charge list, values in e, 5 entries:
1 C -0.23
2 H 0.11
3 H 0.09
4 H 0.07
5 H 0.05

Least stable of them? run x.

Run w
Molecular formula: C2H3F2N
Method: DFT, ωB97M-V with the def2-TZVPD basis set

Structure (ORCA input):
```
! RIJCOSX wB97M-V def2-TZVPD def2/J DEFGRID3
* xyz 0 1
H 2.466 0.159 -0.206
N 1.604 0.190 0.316
C 0.524 -0.123 -0.295
C -0.897 -0.041 0.356
F -1.683 -1.064 -0.153
F -1.488 1.142 -0.040
H 0.475 -0.177 -1.481
H -1.002 -0.086 1.503
*
```

E_LUMO = 0.70 eV
SMILES string = [H]/N=C/C(F)F
Gap between HOMO and LUMO = 11.320 eV
HOMO = -0.3902 Eh

Löwdin atomic charge list, values in e, 5 entries:
1 H 0.05
2 N 0.10
3 C -0.15
4 C -0.34
5 F 0.01

Run x
Molecular formula: C2H3F2N
Method: DFT, ωB97M-V with the def2-TZVPD basis set

Structure (ORCA input):
```
! RIJCOSX wB97M-V def2-TZVPD def2/J DEFGRID3
* xyz 0 1
C 1.441 -0.296 0.014
C -1.526 -0.231 -0.339
N 0.088 0.080 0.070
F 2.233 0.713 -0.030
F -2.139 0.869 0.114
H 1.893 -1.130 -0.415
H -1.887 -1.015 0.236
H -0.102 1.009 0.351
*
```

E_LUMO (alpha / beta) = -0.25 / 0.43 eV
Gap between HOMO and LUMO (alpha / beta) = 7.044 / 8.651 eV
HOMO (alpha / beta) = -0.2681 / -0.3020 Eh

Löwdin atomic charge list, values in e, 5 entries:
1 C -0.17
2 C -0.09
3 N 0.07
4 F 0.07
5 F -0.07

Least stable of them? run x.